[1]
Computed, not measured: 9 unconnected molecules or ions with the total composition C36H56BN8O8 in a non-equilibrium geometry, with wB97M-V/def2-TZVPD.

Values from the calculation:
Charge: -1
LUMO, eV: 1.947
Gap between HOMO and LUMO, eV: 10.547
Relative energy (zero: lowest compared OMol25 entry of this formula, charge and spin), kJ/mol: 68.5

Each line ends with the Mulliken charge.
Atoms and positions in Å:
O: 2.278 -1.950 0.140  -0.688
C: 1.425 -1.201 -0.215  0.576
O: 0.343 -0.936 0.487  -0.602
B: -0.478 0.032 -0.264  2.219
O: 0.306 0.310 -1.469  -0.631
C: 1.315 -0.438 -1.528  0.548
O: 2.099 -0.521 -2.426  -0.691
O: -0.633 1.195 0.617  -0.828
C: -1.892 1.569 0.666  0.553
O: -2.457 2.539 1.213  -0.700
C: -2.748 0.450 -0.035  0.497
O: -1.882 -0.442 -0.472  -0.847
O: -3.963 0.459 -0.149  -0.685
C: 0.712 -4.747 -1.342  -0.965
C: -0.461 -4.577 -0.376  -0.639
C: -1.561 -3.649 -0.910  1.060
C: -2.188 -4.141 -2.057  0.026
N: -2.718 -4.580 -3.005  -0.600
H: 1.507 -5.262 -0.801  0.278
H: 1.133 -3.779 -1.613  0.123
H: 0.430 -5.257 -2.263  0.411
H: -0.091 -4.225 0.587  0.249
H: -0.856 -5.550 -0.083  0.492
H: -1.064 -2.729 -1.217  -0.646
H: -2.329 -3.414 -0.173  0.267
C: 4.162 -4.501 1.845  -0.788
C: 5.605 -4.085 2.254  -0.286
C: 6.243 -5.073 3.258  -0.635
C: 5.831 -4.861 4.675  0.276
N: 5.389 -4.722 5.740  -0.427
H: 3.740 -4.978 2.730  0.355
H: 4.296 -5.207 1.026  0.366
H: 3.406 -3.779 1.541  -0.097
H: 5.602 -3.117 2.754  0.265
H: 6.222 -4.003 1.359  0.360
H: 7.332 -5.035 3.238  0.342
H: 5.937 -6.055 2.898  0.309
C: 2.728 2.775 -0.838  -0.587
C: 3.511 4.089 -0.613  -0.549
C: 4.946 3.671 -0.193  -0.168
C: 5.938 4.775 -0.131  0.020
N: 6.669 5.690 -0.195  -0.454
H: 2.885 2.125 0.023  -0.076
H: 3.100 2.165 -1.661  0.308
H: 1.656 2.940 -0.941  0.323
H: 3.024 4.737 0.116  0.356
H: 3.558 4.663 -1.538  0.359
H: 5.331 2.981 -0.944  0.272
H: 5.020 3.157 0.766  0.167
C: -6.302 -0.175 3.607  -1.193
C: -5.791 1.218 3.213  -0.252
C: -4.389 1.458 3.871  0.016
C: -4.518 1.529 5.347  0.017
N: -4.586 1.608 6.536  -0.510
H: -5.543 -0.943 3.455  0.299
H: -7.104 -0.490 2.939  0.310
H: -6.632 -0.198 4.645  0.412
H: -6.516 1.991 3.467  0.365
H: -5.593 1.193 2.141  0.132
H: -4.043 2.445 3.563  0.247
H: -3.654 0.679 3.668  0.165
C: -1.355 7.205 -0.175  -1.304
C: -1.668 6.364 -1.436  -0.433
C: -2.361 5.091 -1.132  0.188
C: -2.625 4.216 -2.326  0.122
N: -2.763 3.597 -3.313  -0.546
H: -0.582 7.942 -0.392  0.363
H: -0.830 6.772 0.677  0.342
H: -2.239 7.651 0.281  0.352
H: -0.783 6.123 -2.024  0.349
H: -2.217 7.005 -2.127  0.331
H: -3.321 5.266 -0.646  0.315
H: -1.839 4.409 -0.461  -0.077
C: -7.082 -1.667 -2.485  -1.505
C: -5.925 -1.452 -1.564  0.136
C: -6.211 -1.721 -0.094  0.212
C: -7.064 -2.885 0.269  0.074
N: -7.712 -3.800 0.525  -0.515
H: -6.772 -1.252 -3.444  0.413
H: -8.023 -1.181 -2.226  0.342
H: -7.268 -2.738 -2.565  0.377
H: -5.522 -0.441 -1.625  0.211
H: -5.110 -2.095 -1.897  0.054
H: -6.831 -0.932 0.333  0.109
H: -5.281 -1.723 0.476  0.158
C: 3.059 -0.612 -7.134  -1.282
C: 2.274 -0.132 -5.867  -0.359
C: 2.909 1.044 -5.244  0.044
C: 4.240 0.828 -4.703  0.202
N: 5.292 0.616 -4.291  -0.565
H: 4.045 -0.919 -6.786  0.355
H: 3.178 0.138 -7.916  0.309
H: 2.581 -1.492 -7.564  0.367
H: 2.032 -0.918 -5.152  0.199
H: 1.302 0.124 -6.288  0.368
H: 2.280 1.365 -4.414  -0.030
H: 3.113 1.857 -5.941  0.447
C: 2.428 1.401 3.012  -0.912
C: 3.189 0.129 2.927  -0.248
C: 2.334 -1.039 3.564  0.459
C: 2.444 -1.073 5.030  -0.086
N: 2.600 -1.182 6.186  -0.521
H: 1.699 1.466 2.204  0.066
H: 3.235 2.130 2.948  0.256
H: 2.043 1.594 4.013  0.425
H: 4.170 0.234 3.389  0.548
H: 3.377 -0.081 1.874  0.114
H: 2.612 -2.032 3.209  -0.092
H: 1.260 -1.023 3.380  0.076

=====

[2]
Computed, not measured: a gas-phase ion, C36H56Br2F4N3O2 (charge +1) in a non-equilibrium geometry, with wB97M-V/def2-TZVPD.

Values from the calculation:
Charge: +1
LUMO, eV: -3.825
Gap between HOMO and LUMO, eV: 7.650

Each line ends with the Mulliken charge.
Atoms and positions in Å:
C: 0.705 2.239 -2.854  -0.870
N: 1.339 3.065 -1.827  0.046
C: 2.357 2.366 -1.097  -1.457
N: 1.767 1.433 -0.105  0.298
C: 2.058 0.150 -0.231  0.193
C: 1.502 -0.829 0.595  0.653
C: 1.888 -2.197 0.380  0.479
C: 2.930 -2.541 -0.659  -1.552
C: 4.291 -2.007 -0.224  -0.345
N: 4.715 -2.290 0.927  -0.501
C: 1.291 -3.158 1.158  0.806
C: 1.551 -4.638 1.001  -1.880
C: 1.073 -5.164 -0.364  -0.008
C: -0.304 -5.813 -0.322  -1.010
C: -0.823 -5.926 -1.760  -1.157
C: -1.331 -4.539 -2.221  -0.358
C: -0.723 -4.052 -3.537  -1.060
C: -0.724 -2.530 -3.634  -0.165
C: -2.130 -1.931 -3.572  -0.581
C: -2.156 -0.495 -4.042  0.365
C: -3.500 0.208 -3.787  -0.823
O: -4.119 -0.260 -2.603  -0.292
C: -4.451 0.729 -1.649  -0.429
C: 0.374 -2.747 2.147  -1.160
C: -0.034 -1.452 2.388  0.327
C: -1.094 -1.307 3.447  -1.824
C: -2.484 -1.039 2.848  -0.190
C: -3.600 -1.301 3.825  0.422
F: -3.573 -2.597 4.201  -0.298
Br: -3.391 -0.196 5.407  -0.066
C: -4.996 -0.976 3.142  0.482
F: -4.858 -1.012 1.801  -0.158
F: -5.405 0.254 3.437  -0.191
Br: -6.360 -2.256 3.614  -0.084
C: 0.566 -0.420 1.593  -0.048
C: 0.297 0.982 1.743  0.608
C: -0.657 1.624 2.718  -0.446
C: -1.856 2.266 1.983  -0.630
F: -2.901 2.337 2.892  -0.346
C: 0.939 1.871 0.893  -0.373
O: 0.791 3.205 0.978  -0.125
C: 1.531 3.865 2.045  -2.421
C: 2.696 4.718 1.604  1.576
C: 3.449 5.096 2.921  -1.687
C: 2.313 6.015 0.838  0.379
C: 0.882 6.048 0.301  -1.493
C: 3.273 6.176 -0.354  -1.510
H: 1.304 2.189 -3.765  0.353
H: -0.238 2.702 -3.132  0.443
H: 0.462 1.251 -2.477  0.020
H: 1.730 3.912 -2.211  0.337
H: 3.065 3.035 -0.627  0.126
H: 2.927 1.739 -1.790  0.520
H: 2.725 -0.119 -1.026  0.345
H: 2.661 -2.086 -1.610  0.249
H: 3.052 -3.607 -0.758  0.713
H: 4.853 -1.402 -0.939  0.447
H: 5.638 -1.885 1.080  0.268
H: 2.591 -4.855 1.229  0.483
H: 0.947 -5.139 1.753  0.570
H: 1.075 -4.382 -1.117  0.240
H: 1.774 -5.922 -0.712  0.334
H: -1.011 -5.241 0.278  0.289
H: -0.216 -6.810 0.105  0.511
H: -1.575 -6.702 -1.858  0.519
H: 0.022 -6.190 -2.395  0.383
H: -2.412 -4.516 -2.291  0.660
H: -1.000 -3.821 -1.469  0.044
H: 0.314 -4.385 -3.606  0.437
H: -1.247 -4.473 -4.394  0.464
H: -0.236 -2.231 -4.564  0.550
H: -0.123 -2.123 -2.812  -0.282
H: -2.481 -2.017 -2.551  0.335
H: -2.752 -2.522 -4.245  0.228
H: -1.376 0.104 -3.561  -0.595
H: -1.973 -0.422 -5.112  0.407
H: -4.159 -0.038 -4.623  0.357
H: -3.386 1.290 -3.790  0.494
H: -4.246 0.324 -0.657  -0.075
H: -3.857 1.635 -1.759  0.334
H: -5.515 0.954 -1.678  0.253
H: -0.066 -3.539 2.734  0.407
H: -0.841 -0.597 4.226  0.797
H: -1.192 -2.253 3.969  0.615
H: -2.590 -0.047 2.429  -0.084
H: -2.596 -1.737 2.019  0.614
H: -1.082 0.997 3.482  0.014
H: -0.163 2.433 3.238  0.644
H: -2.169 1.665 1.132  0.511
H: -1.649 3.285 1.687  0.205
H: 1.889 3.118 2.752  0.867
H: 0.823 4.496 2.576  0.657
H: 3.428 4.173 1.017  0.114
H: 3.779 6.126 2.911  0.451
H: 2.814 4.903 3.780  0.411
H: 4.337 4.479 3.024  0.346
H: 2.459 6.906 1.442  0.500
H: 0.700 6.955 -0.267  0.524
H: 0.147 6.001 1.104  0.336
H: 0.693 5.218 -0.373  0.159
H: 3.315 5.262 -0.941  0.267
H: 3.015 7.028 -0.973  0.434
H: 4.285 6.337 0.025  0.352